# C3H3HgO2

C3H3HgO2 as an isolated structure in a non-equilibrium geometry (ωB97M-V with the def2-TZVPD basis set, the Open Molecules 2025 dataset).

```
9
Properties=species:S:1:pos:R:3:forces:R:3
O 0.593 0.666 -0.436 -1.4 4.3 -8.0
C -0.396 -2.005 0.841 -1.6 -1.9 1.1
O -1.197 -2.575 1.394 0.9 0.6 -0.9
Hg 0.892 -0.204 1.122 1.8 -2.5 6.6
C -0.047 1.609 -1.115 -1.1 -1.2 1.5
C 0.445 2.279 -2.169 1.3 1.2 -0.2
H -1.109 1.721 -0.851 0.4 0.1 0.0
H -0.158 3.058 -2.636 0.0 -0.5 -0.1
H 1.504 2.237 -2.433 -0.4 -0.2 0.0
```
Forces are in eV/Å.

Computed properties:
charge	+1
strongest force on any atom	9.232	eV/Å
LUMO (spin up / spin down)	-7.703 / -6.735	eV